C33H24AuN2O4P as an isolated structure, computed with ωB97M-V/def2-TZVPD.

The geometry in XYZ format:
```
65
Properties=species:S:1:pos:R:3:forces:R:3:mulliken_charge:R:1
Au -0.073961 0.100557 -0.540982 -0.8161 0.1360 0.2575 0.746
O -0.185203 2.202181 -0.427291 0.0323 -0.3261 -0.2950 -0.945
C -0.353826 2.848364 0.689083 -0.0318 -0.0700 0.1150 0.565
C -0.307210 4.262812 0.624390 0.0405 -0.0716 -0.0426 -0.533
C -0.435752 5.032587 1.749405 -0.0251 0.0271 0.0910 -0.376
C -0.648057 4.454600 3.013406 0.0110 0.0240 -0.0839 -0.753
C -0.721989 3.091865 3.099434 0.0018 -0.0141 -0.0296 -0.817
C -0.576020 2.263026 1.964244 0.0424 0.0367 0.0069 0.524
C -0.664686 0.855977 2.205539 -0.0933 -0.0128 -0.0394 0.004
N -0.534962 -0.107396 1.363914 0.1936 -0.0261 0.0216 0.362
N -0.646221 -1.415017 1.835971 -0.0463 0.0562 -0.3046 -0.782
C -0.680033 -2.268845 0.849891 0.0445 -0.0657 0.2580 0.361
O -0.595860 -1.977420 -0.405598 0.0679 0.3772 -0.2462 -0.837
C -0.786440 -3.712332 1.199708 -0.0018 0.0415 -0.0020 0.658
C -0.804423 -4.658910 0.181839 -0.0172 -0.0098 -0.0351 -0.343
C -0.868411 -6.009636 0.491416 0.0086 -0.0052 -0.0043 -0.726
C -0.912620 -6.418313 1.816518 -0.0014 0.0047 0.0090 -0.349
C -0.896155 -5.473064 2.834908 0.0092 0.0097 -0.0252 -0.704
C -0.833437 -4.123773 2.529245 0.0068 -0.0149 0.0173 -0.196
H -0.144493 4.703043 -0.350244 -0.0038 0.0065 0.0058 0.499
H -0.374435 6.110456 1.659376 -0.0065 -0.0036 -0.0050 0.392
H -0.759737 5.072386 3.893134 0.0049 0.0061 -0.0057 0.428
H -0.895664 2.617950 4.059169 0.0065 -0.0043 -0.0045 0.357
H -0.879904 0.528607 3.219185 -0.0068 -0.0031 -0.0118 0.452
H -0.771499 -4.325147 -0.846825 0.0029 -0.0080 0.0134 0.468
H -0.884154 -6.744452 -0.303196 -0.0049 0.0074 -0.0017 0.398
H -0.963126 -7.472543 2.057408 0.0041 0.0020 -0.0034 0.408
H -0.930381 -5.789295 3.869428 -0.0033 -0.0010 -0.0030 0.399
H -0.814199 -3.378787 3.311990 -0.0013 0.0004 0.0010 0.437
O 0.800562 1.863205 -3.832557 0.0376 -0.0301 -0.0751 -0.574
C 1.118121 0.955257 -3.106087 -0.1792 0.0655 0.2416 0.373
O 0.217841 0.179255 -2.511450 0.0890 -0.0146 0.0615 -0.590
C 2.591246 0.585218 -3.003923 0.0143 -0.0129 0.0041 0.698
C 3.311226 0.741759 -4.189727 -0.0442 0.0125 0.0047 -0.772
C 4.651337 0.413685 -4.262501 0.0616 -0.0138 0.0073 -0.595
C 5.317923 -0.058819 -3.138017 -0.0202 0.0142 -0.0423 -0.740
C 4.626750 -0.196306 -1.949827 -0.0285 0.0105 -0.0492 -0.345
C 3.267527 0.118779 -1.872513 0.1027 -0.0656 0.0181 -0.119
P 2.448690 -0.030095 -0.270258 0.3210 -0.1194 0.1201 1.793
C 3.087982 -1.545188 0.486585 0.1269 0.0541 0.0136 0.200
C 2.526867 -2.745356 0.047857 -0.0153 0.0020 0.0460 -0.638
C 2.938922 -3.947795 0.598629 0.0000 -0.0127 0.0095 -0.683
C 3.908287 -3.961133 1.592656 -0.0064 -0.0054 -0.0103 -0.567
C 4.471761 -2.770934 2.029148 -0.0014 0.0139 0.0000 -0.744
C 4.065356 -1.563499 1.478231 0.0326 -0.0282 0.0001 0.057
C 3.010507 1.375184 0.716449 0.1042 0.0263 -0.0189 0.429
C 2.691786 1.417132 2.075160 0.0157 0.0032 0.0029 -0.473
C 2.956548 2.553839 2.820965 -0.0101 -0.0226 -0.0121 -0.833
C 3.527925 3.664272 2.214686 0.0107 0.0269 -0.0039 -0.609
C 3.842949 3.630779 0.864627 -0.0063 -0.0026 0.0132 -0.777
C 3.587144 2.491361 0.115262 -0.0180 0.0104 0.0142 -0.617
H 2.787384 1.125639 -5.053839 0.0019 0.0014 -0.0028 0.499
H 5.181292 0.527188 -5.199390 -0.0007 0.0048 0.0005 0.400
H 6.368843 -0.311829 -3.188032 -0.0001 -0.0040 -0.0018 0.430
H 5.141599 -0.554464 -1.066209 -0.0123 0.0020 0.0076 0.430
H 1.748265 -2.734047 -0.706423 0.0116 0.0038 -0.0104 0.452
H 2.486152 -4.872725 0.265718 -0.0037 -0.0055 -0.0028 0.410
H 4.219929 -4.900649 2.030369 0.0029 0.0017 0.0023 0.402
H 5.229939 -2.779755 2.801566 0.0004 -0.0006 0.0019 0.432
H 4.510559 -0.638667 1.824035 -0.0197 0.0089 -0.0089 0.447
H 2.227994 0.558730 2.548812 0.0046 -0.0199 0.0029 0.581
H 2.700216 2.579787 3.872164 0.0038 -0.0018 0.0029 0.401
H 3.720677 4.557763 2.794183 0.0000 -0.0022 0.0013 0.408
H 4.284368 4.496194 0.387931 -0.0013 0.0027 -0.0008 0.430
H 3.820783 2.479255 -0.941946 0.0082 -0.0021 0.0094 0.308
```
Forces are in eV/Å.

Output
Frontier orbital gap (spin up / spin down) in eV: 6.27 / 6.27
Energy above the lowest of the compared OMol25 structures with the same formula, charge and spin in kJ/mol: 0.0
Energy in eV: -58760.251



A 2-piece molecular cluster, C7H8F2N2 overall in a non-equilibrium geometry, computed with ωB97M-V/def2-TZVPD.

The geometry in XYZ format:
```
19
Properties=species:S:1:pos:R:3:forces:R:3:mulliken_charge:R:1
C 0.428881 -0.113648 -2.930917 1.1242 -0.0161 -0.8309 -0.372
C 0.910889 -1.103748 -2.101288 -0.4451 -2.6807 0.6891 -0.471
C -0.028718 1.079274 -2.357477 0.6032 0.3738 -1.4175 -0.413
C 0.829126 -0.962330 -0.720586 -1.4784 3.2070 -2.5235 -0.523
C -0.178626 1.186341 -0.998646 -1.3329 0.4046 1.7127 -0.383
C 0.258302 0.154817 -0.157623 -1.1728 -0.3579 -0.1583 0.357
C -0.110621 0.225735 1.295068 2.7479 2.5953 1.2135 0.691
N -1.320219 -0.270065 3.312878 3.7230 -1.2981 1.0389 -0.653
N -0.960953 -0.561572 1.986126 -0.5451 2.4403 -0.7020 -0.044
F 1.515476 0.030510 2.077830 -2.3838 0.0531 -1.0319 -0.560
F -0.280055 1.550777 1.598697 -0.1592 -1.3230 0.3669 -0.297
H 0.611460 -0.256747 -4.021378 -0.5915 0.4507 0.9136 0.325
H 1.166251 -2.193147 -2.381626 0.0420 2.1919 -0.3083 0.260
H -0.133075 1.955034 -3.017032 -0.5522 -0.5184 0.4340 0.338
H 1.289342 -1.568437 -0.107756 2.0435 -3.6806 2.9923 0.611
H -0.787305 1.979781 -0.489726 1.0709 -0.4024 -1.0183 0.317
H -0.367298 -0.102719 3.796503 -2.3288 0.0155 -0.5535 0.309
H -1.971431 0.468176 3.453744 -0.2328 0.7297 -0.5754 0.260
H -0.871426 -1.498033 1.763209 -0.1320 -2.1847 -0.2413 0.251
```
Forces are in eV/Å.

Output
Frontier orbital gap in eV: 10.41
Energy above the lowest of the compared OMol25 structures with the same formula, charge and spin in kJ/mol: 91.4
Energy in eV: -15801.501



C9H18CaO11 as an isolated structure in a non-equilibrium geometry, computed with ωB97M-V/def2-TZVPD.

The geometry in XYZ format:
```
39
Properties=species:S:1:pos:R:3:forces:R:3:mulliken_charge:R:1
Ca 0.316343 0.615818 -0.011316 1.6081 2.7630 -0.2507 1.902
C 1.841363 2.246048 1.523634 5.3853 2.4102 1.7208 0.681
O 2.805733 2.838518 2.085814 0.4679 2.5293 1.5243 -0.941
O 2.008913 1.030948 1.478444 -1.3831 -7.7767 -0.3939 -0.771
O 0.957233 2.795158 0.894054 -5.0205 1.8721 -2.2311 -0.704
O -2.168437 1.538018 -3.180886 -0.5763 -0.0212 -1.5740 -0.556
C -1.371777 1.373528 -2.145706 1.8057 1.9924 4.2409 0.938
O -1.286007 0.223868 -1.666106 -0.9242 -3.6981 -0.7333 -0.813
O -0.838907 2.283228 -1.516956 -0.2158 1.8850 -0.9117 -0.643
H -2.269967 0.585208 -3.239676 -1.0817 -0.7031 -1.2479 0.292
O 2.709093 1.629038 -3.675146 -0.7583 -0.1073 -1.9952 -0.466
C 2.893773 1.325348 -2.386896 0.7369 -0.2612 4.3581 0.374
O 4.023163 1.519548 -1.899526 0.6986 -0.0527 -1.2129 -0.744
O 1.933113 0.904518 -1.695686 -0.9935 -0.5803 -1.3422 -0.580
H 3.610703 1.743628 -3.984286 0.1789 0.3060 -0.0311 0.270
C -3.775047 -0.028292 1.301904 -0.0466 1.1674 -0.1294 -1.490
C -2.697897 1.042438 1.494164 -0.0733 -0.0678 1.5533 0.704
C -2.785977 1.900368 2.772224 -0.3858 0.9393 -0.1724 -1.483
O -1.436517 0.372138 1.618184 -0.3893 -0.1520 -0.4775 -0.594
H -4.712377 0.497398 1.119784 -0.2299 -0.1672 -0.1627 0.409
H -3.925187 -0.626852 2.200394 0.2181 -0.2240 0.0204 0.362
H -3.497747 -0.614182 0.425584 -0.1491 -0.1657 0.1170 0.344
H -2.690987 1.732268 0.650254 0.4404 -0.2838 -0.1957 0.259
H -3.653667 2.555828 2.846994 -0.4385 -0.0926 -0.4181 0.407
H -1.952337 2.602418 2.755784 0.2872 -0.2151 -0.0499 0.395
H -2.766637 1.399308 3.740034 0.1902 -0.6637 -0.1867 0.320
H -1.595137 -0.272132 2.311984 0.4962 -0.1193 0.1168 0.245
C 2.040323 -3.465552 0.705594 0.5757 0.3173 1.4224 -1.603
C 1.800193 -2.233842 -0.137706 3.1176 -0.7756 -1.7771 0.547
C 1.805933 -2.605402 -1.601176 -0.4728 0.0615 -1.4683 -1.328
O 0.627493 -1.673202 0.203394 -2.9718 0.0279 0.9997 -0.461
H 2.010863 -3.085812 1.726874 -0.0971 -0.2556 0.3126 0.391
H 3.005013 -3.966482 0.624624 0.0829 0.2106 -0.4742 0.387
H 1.271753 -4.232782 0.611994 -0.2859 0.0407 -0.3013 0.370
H 2.517873 -1.429492 0.023704 0.5410 -0.2396 0.2255 0.317
H 1.662783 -1.802262 -2.324076 0.6446 0.8104 0.5155 0.307
H 0.896123 -3.136552 -1.880836 -0.1737 -0.9357 0.4676 0.342
H 2.679533 -3.178282 -1.912186 0.0100 -0.0789 0.1431 0.374
H 0.007283 -2.403452 0.142744 -0.8183 0.3041 -0.0005 0.239
```
Forces are in eV/Å.

Output
Net charge: -2
Frontier orbital gap in eV: 3.10
Energy in eV: -50590.347



A 2-piece molecular cluster, C3H7OS overall in a non-equilibrium geometry, computed with ωB97M-V/def2-TZVPD.

The geometry in XYZ format:
```
12
Properties=species:S:1:pos:R:3:forces:R:3:mulliken_charge:R:1
O -3.021486 -0.486735 2.039027 -0.2850 0.1117 0.0007 -0.462
C -2.167045 0.346595 2.232863 -0.1870 -0.6311 -0.1579 -0.022
H -1.130860 0.029409 2.380711 0.2989 0.4481 0.0589 0.194
H -2.428556 1.418334 2.222644 0.2619 0.0696 0.0387 0.238
C 1.438831 -0.812298 -1.455377 0.8986 -0.0921 0.5782 -1.005
C 0.698545 0.377770 -0.865450 -0.2749 0.7823 -0.6837 -0.458
S 1.061957 1.064553 0.785730 0.2063 -0.5346 0.0674 -0.721
H 2.518601 -0.628669 -1.412698 0.0164 -0.0615 0.3141 0.261
H 1.263669 -0.943527 -2.527517 -0.5310 -0.0952 0.0314 0.308
H 1.235292 -1.733649 -0.901535 0.0120 -0.0366 -0.1549 0.275
H -0.371990 0.177612 -0.925529 -0.1567 -0.0447 -0.0690 0.208
H 0.903044 1.190600 -1.572867 -0.2596 0.0841 -0.0239 0.184
```
Forces are in eV/Å.

Output
Net charge: -1
Frontier orbital gap in eV: 6.44
Energy above the lowest of the compared OMol25 structures with the same formula, charge and spin in kJ/mol: 109.4
Energy in eV: -16107.144



> The lowest energy belongs to which entry?

C33H24AuN2O4P